Molecular formula: C28H42BrNO11P2Tl
Method: DFT, wB97M-V/def2-TZVPD

CARTESIAN COORDINATES (ANGSTROEM)
Tl (-0.20603, -0.32129, -2.54321)
C (1.07157, 1.54729, 2.10241)
C (2.47521, 1.14492, 1.71269)
C (3.49183, 1.31130, 2.81755)
O (2.44697, -0.28297, 1.35029)
P (2.82037, -0.69387, -0.11889)
O (2.02121, -0.08252, -1.19922)
C (2.73551, -2.49366, -0.04991)
P (1.08494, -3.20385, -0.23177)
O (0.21155, -2.50969, -1.20048)
O (0.57311, -3.17883, 1.25995)
C (-0.85686, -3.07950, 1.57370)
C (-1.09254, -1.69826, 2.13960)
C (-1.19711, -4.19187, 2.53787)
O (1.26957, -4.70126, -0.66448)
C (2.09072, -5.78363, -0.12619)
C (3.46677, -5.75067, -0.76089)
C (2.14128, -5.79778, 1.38910)
O (4.36343, -0.35236, -0.21491)
C (5.01213, -0.18090, -1.51756)
C (5.10994, 1.29937, -1.80923)
C (6.35167, -0.87247, -1.44158)
H (1.06563, 2.58373, 2.44644)
H (0.70888, 0.90884, 2.91179)
H (0.39891, 1.45751, 1.24595)
H (2.78374, 1.71467, 0.83331)
H (3.21263, 0.69801, 3.67751)
H (3.53606, 2.35605, 3.13052)
H (4.48202, 1.00474, 2.47670)
H (3.17795, -2.81321, 0.89615)
H (3.34283, -2.85901, -0.88210)
H (-1.42280, -3.19976, 0.65057)
H (-0.47685, -1.54876, 3.02985)
H (-2.14207, -1.58197, 2.41563)
H (-0.82609, -0.93833, 1.39987)
H (-0.57807, -4.11810, 3.43492)
H (-1.03781, -5.16912, 2.07857)
H (-2.24656, -4.11961, 2.82859)
H (1.56972, -6.67282, -0.46884)
H (4.09570, -4.97497, -0.31575)
H (3.38855, -5.57674, -1.83542)
H (3.95994, -6.71081, -0.60505)
H (2.62324, -4.90056, 1.78516)
H (2.71932, -6.66404, 1.71244)
H (1.14344, -5.86675, 1.82177)
H (4.39104, -0.65201, -2.28291)
H (5.69196, 1.79790, -1.03041)
H (4.11207, 1.74119, -1.85046)
H (5.60203, 1.45744, -2.77085)
H (6.98002, -0.39953, -0.68400)
H (6.85597, -0.80538, -2.40677)
H (6.23451, -1.92691, -1.18393)
C (-7.00211, 3.58157, -1.99669)
O (-6.01868, 4.53490, -1.59067)
C (-4.73429, 4.17357, -1.71639)
C (-3.79478, 5.15287, -1.29464)
C (-2.42516, 4.88870, -1.30303)
C (-1.92481, 3.67957, -1.72146)
C (-0.48119, 3.33493, -1.53237)
C (0.57163, 4.41357, -1.63280)
O (-0.13815, 2.19256, -1.29967)
C (-2.87230, 2.68680, -2.27427)
O (-2.48749, 1.64793, -2.82227)
C (-4.29213, 2.98457, -2.21008)
H (-7.96389, 4.03305, -1.78423)
H (-6.89772, 2.65433, -1.42955)
H (-6.92292, 3.37240, -3.06475)
H (-4.17524, 6.10523, -0.94427)
H (-1.76025, 5.64717, -0.91158)
H (0.17421, 5.42154, -1.70053)
H (1.15245, 4.21146, -2.53599)
H (1.25343, 4.33452, -0.78549)
H (-4.95469, 2.24037, -2.63330)
Br (-2.46831, 3.91457, 1.94793)
C (-3.61821, 2.52922, 1.40248)
C (-4.97111, 2.57272, 1.71707)
N (-5.81262, 1.59744, 1.37782)
C (-5.35829, 0.52936, 0.72840)
C (-4.02022, 0.45882, 0.37999)
C (-3.12128, 1.45155, 0.69647)
C (-3.47050, -0.86306, -0.42890)
O (-4.24613, -1.79219, -0.25677)
O (-2.42720, -0.57580, -0.99864)
H (-5.38617, 3.41163, 2.26398)
H (-6.05502, -0.26140, 0.48289)
H (-2.08202, 1.38634, 0.40727)

Forces on the atoms, in the same order (eV/Å):
0.117 -0.011 -0.228
-0.077 -0.084 -0.015
-0.019 -0.049 0.013
0.041 -0.104 0.031
-0.019 0.196 -0.001
0.106 -0.079 0.158
0.031 0.080 -0.124
-0.098 0.149 -0.105
0.077 -0.042 0.111
0.023 -0.094 0.110
-0.223 0.057 -0.003
0.038 0.001 0.060
0.095 0.085 -0.025
0.060 -0.060 0.025
0.021 -0.093 -0.030
0.072 0.047 0.106
0.031 0.101 -0.045
-0.071 0.099 0.006
-0.039 -0.031 -0.087
-0.005 0.059 -0.018
-0.057 0.061 0.043
0.064 -0.045 0.075
-0.017 -0.040 -0.024
0.018 0.060 -0.024
0.038 0.013 0.044
0.022 -0.034 -0.071
0.018 0.059 -0.025
-0.001 -0.044 -0.009
-0.053 0.023 0.027
0.042 -0.060 -0.105
0.018 -0.003 0.040
0.032 -0.012 -0.118
-0.049 0.003 -0.031
-0.008 0.022 -0.003
-0.034 -0.030 0.062
-0.047 -0.010 -0.027
-0.030 0.060 0.034
0.042 -0.004 -0.005
-0.109 -0.043 -0.076
-0.022 -0.065 -0.034
0.011 -0.033 0.051
0.002 0.032 0.013
-0.002 -0.082 -0.001
-0.005 0.008 -0.019
0.070 0.000 -0.021
-0.086 -0.065 0.051
-0.016 -0.017 -0.051
0.069 -0.013 -0.007
-0.014 0.007 0.049
-0.016 -0.026 -0.042
0.001 -0.001 0.044
0.012 0.050 -0.028
0.045 0.050 0.022
-0.143 -0.041 -0.061
0.043 0.158 0.102
-0.004 0.027 0.045
-0.084 0.093 0.012
-0.005 -0.223 -0.058
-0.154 0.190 -0.150
-0.071 0.006 0.001
-0.092 -0.120 0.180
0.105 0.040 -0.084
0.062 0.072 0.047
0.150 -0.178 -0.163
-0.024 0.036 0.017
0.006 0.010 0.031
0.017 0.019 -0.007
0.031 -0.069 -0.005
-0.019 0.003 -0.020
0.013 0.007 -0.020
-0.034 0.007 0.012
-0.048 -0.024 -0.016
0.090 0.012 0.081
0.028 0.025 0.157
-0.134 0.061 0.031
-0.147 -0.187 -0.093
0.084 0.118 -0.006
0.120 0.248 0.069
-0.333 -0.289 0.078
0.224 -0.133 0.000
0.500 0.360 -0.353
0.207 0.226 0.003
-0.560 -0.495 0.426
0.012 -0.026 -0.016
0.018 0.025 0.018
0.044 -0.009 -0.028

energy relative to the best compared isomer or geometry (same formula, charge and spin)	0.0	kcal/mol
LUMO (spin up / spin down)	-0.173 / -0.227	Ha
energy	-5403.69784	Ha
multiplicity	1
net charge	+1
orbital gap (spin up / spin down)	0.25517 / 0.18673	hartree
maximum force	0.86	eV/Å
molar mass	914.875	g mol⁻¹